Formula: C25H35N2O2SbW
Source: the Open Molecules 2025 dataset
Level of theory: ωB97M-V/def2-TZVPD

```
66
C25H35N2O2SbW ωB97M-V/def2-TZVPD
W -0.502 0.357 1.354
O 1.281 0.847 1.798
C 2.224 0.659 2.742
C 3.337 1.480 2.784
C 4.299 1.252 3.749
C 4.170 0.206 4.676
C 3.062 -0.601 4.629
C 2.066 -0.388 3.657
C 0.898 -1.209 3.654
N -0.114 -1.128 2.841
C -1.235 -2.053 3.096
C -1.869 -2.311 1.761
N -2.128 -0.983 1.176
C -3.291 -0.760 0.661
C -3.735 0.484 0.082
C -4.981 0.553 -0.559
C -5.420 1.738 -1.107
C -4.627 2.886 -1.003
C -3.402 2.848 -0.358
C -2.967 1.646 0.165
O -1.766 1.591 0.820
H 3.426 2.289 2.071
H 5.168 1.896 3.790
H 4.934 0.043 5.423
H 2.936 -1.410 5.340
H 0.841 -1.970 4.432
H -1.952 -1.570 3.763
H -0.882 -2.968 3.567
H -2.782 -2.899 1.825
H -1.156 -2.838 1.123
H -4.005 -1.582 0.653
H -5.594 -0.338 -0.617
H -6.379 1.780 -1.603
H -4.971 3.822 -1.421
H -2.789 3.733 -0.252
C -1.241 -2.330 -2.004
C -1.040 -0.904 -2.505
C -0.633 -0.828 -3.974
Sb 0.370 0.109 -1.227
C 0.670 2.104 -2.009
C 1.100 3.051 -0.895
C 1.696 2.068 -3.140
C 2.287 -0.899 -1.210
C 2.612 -1.456 -2.595
C 2.295 -1.982 -0.135
H -2.030 -2.821 -2.578
H -1.526 -2.359 -0.952
H -0.335 -2.926 -2.134
H -1.947 -0.311 -2.356
H 0.271 -1.394 -4.187
H -0.488 0.202 -4.297
H -1.434 -1.246 -4.590
H -0.313 2.388 -2.389
H 2.042 2.734 -0.443
H 0.352 3.147 -0.108
H 1.259 4.049 -1.309
H 2.679 1.753 -2.782
H 1.808 3.071 -3.558
H 1.403 1.406 -3.954
H 2.986 -0.102 -0.949
H 1.953 -2.286 -2.852
H 3.635 -1.839 -2.609
H 2.539 -0.697 -3.374
H 1.566 -2.766 -0.352
H 2.090 -1.585 0.858
H 3.280 -2.454 -0.104
```

Output
- largest force on an atom (eV/A) = 0.55
- LUMO energy (alpha / beta) (eV) = -6.74 / -6.71
- calculated total energy (eV) = -41917.971
- E_HOMO (alpha / beta) (eV) = -13.6648 / -13.6786
- net charge = +2
- HOMO-LUMO gap (alpha / beta) (Eh) = 0.2544 / 0.2561